1.
48
Properties=species:S:1:pos:R:3:nbo_charge:R:1 method="wB97M-V/def2-TZVPD" smiles="CC[C@H](C)[PH4].CCOC(=O)OC.CCOC(=O)OC" homo_energy_ev=-7.98 multiplicity=1 de_lowest_kcal_mol=0.00
C 0.56375 3.73717 -0.01559 -0.629
C -0.35056 2.94117 0.93447 -0.409
C -1.63933 2.44129 0.27610 -0.543
C -1.37837 1.49736 -0.90100 -0.635
P -2.79382 3.92695 -0.19429 0.641
H 1.59604 3.39398 0.05935 0.211
H 0.56185 4.80902 0.18194 0.210
H 0.25886 3.60256 -1.05527 0.199
H -0.59994 3.55622 1.80497 0.202
H 0.19483 2.07999 1.33006 0.207
H -2.20730 1.89889 1.04035 0.207
H -1.54867 0.45491 -0.63031 0.213
H -2.03782 1.71204 -1.75127 0.199
H -0.35370 1.57104 -1.26912 0.219
H -2.00868 4.81974 0.59205 -0.046
H -2.57989 3.67504 -1.59116 -0.058
H -3.89947 3.34297 0.47439 -0.018
H -3.64810 5.05540 -0.56764 -0.172
C 3.70839 -2.13358 -0.01978 -0.641
C 2.93799 -2.13149 -1.32021 -0.071
O 2.22780 -0.88933 -1.50925 -0.504
C 2.97095 0.13191 -1.93568 0.985
O 4.14355 0.09700 -2.20582 -0.646
O 2.19029 1.20923 -2.00885 -0.502
C 2.85378 2.41118 -2.41466 -0.256
H 3.04269 -1.93374 0.81976 0.212
H 4.16594 -3.11232 0.13036 0.220
H 4.49853 -1.38462 -0.03716 0.228
H 2.15290 -2.88544 -1.32197 0.189
H 3.59454 -2.29413 -2.17350 0.202
H 3.34595 2.29152 -3.37758 0.197
H 3.59349 2.70509 -1.67149 0.191
H 2.06791 3.15672 -2.47422 0.198
C -0.04600 -1.88266 0.59176 -0.650
C -1.03366 -2.80173 -0.08739 -0.070
O -1.32937 -3.95757 0.72476 -0.497
C -2.21393 -3.75490 1.69895 0.981
O -2.80517 -2.72917 1.92308 -0.651
O -2.34905 -4.89020 2.38482 -0.496
C -3.29576 -4.82372 3.45739 -0.255
H 0.86951 -2.42009 0.84230 0.203
H 0.21082 -1.06396 -0.08258 0.238
H -0.47081 -1.46060 1.50180 0.225
H -0.62359 -3.22197 -1.00363 0.188
H -1.96514 -2.28589 -0.31697 0.199
H -4.27022 -4.51120 3.08780 0.195
H -2.95991 -4.12058 4.21763 0.191
H -3.34212 -5.82953 3.86233 0.196


2.
49
Properties=species:S:1:pos:R:3:nbo_charge:R:1 method="wB97M-V/def2-TZVPD" homo_energy_ev=-23.90 multiplicity=1 charge=+4 de_lowest_kcal_mol=40.80
Pt 0.86320 0.79390 -1.31419 1.099
C 3.67507 0.78565 -0.15223 -0.267
O 2.34434 1.42791 -0.06865 -0.539
C 2.41753 2.88874 -0.28788 -0.126
C 1.02228 3.41008 -0.10263 -0.101
O 0.08435 2.53918 -0.88702 -0.467
C -0.64422 3.03731 -2.09830 -0.109
C -1.53208 1.87582 -2.45939 -0.114
O -0.71466 0.65422 -2.58496 -0.534
C -0.37783 0.28514 -3.98352 -0.267
H 4.27116 1.16634 0.67526 0.257
H 4.13678 1.01978 -1.11034 0.233
H 3.51048 -0.28308 -0.03363 0.214
H 2.82094 3.06950 -1.28684 0.235
H 3.08797 3.31714 0.45979 0.283
H 0.91007 4.43399 -0.45913 0.278
H 0.66801 3.31637 0.92136 0.252
H 0.08783 3.31272 -2.85795 0.238
H -1.22098 3.90871 -1.78422 0.281
H -2.05652 2.04755 -3.39944 0.280
H -2.24814 1.66272 -1.66954 0.238
H -1.31530 0.05044 -4.48364 0.259
H 0.24272 -0.60696 -3.92899 0.222
H 0.14185 1.10662 -4.47370 0.225
C 0.18944 -4.87063 0.25278 -0.741
C 0.64943 -3.82980 -0.63101 0.205
O -0.05128 -2.12012 0.08660 -1.011
P -0.52719 -0.87680 0.71909 2.561
O 0.16102 -0.33276 1.94377 -0.839
C 1.25473 -0.95503 2.89347 -0.002
C 0.68226 -0.99752 4.26846 -0.670
O -1.84151 -0.27224 0.40010 -0.970
C -3.35985 0.07728 1.48920 0.159
C -4.38600 -0.84612 1.05423 -0.726
H 0.66599 -5.75401 -0.23641 0.369
H -0.88272 -5.04997 0.22802 0.287
H 0.60706 -4.83842 1.25728 0.280
H 0.15013 -3.69478 -1.58355 0.232
H 1.68280 -3.50853 -0.57255 0.221
H 2.07462 -0.25570 2.76753 0.220
H 1.47967 -1.92678 2.46126 0.204
H 0.42844 -0.00681 4.63973 0.258
H 1.46729 -1.40166 4.91674 0.298
H -0.17282 -1.66804 4.34247 0.242
H -3.42250 1.11490 1.18531 0.228
H -2.87402 -0.08787 2.44534 0.223
H -4.73371 -0.69244 0.03565 0.277
H -5.22501 -0.53603 1.71709 0.351
H -4.19115 -1.88994 1.28915 0.271


3.
38
Properties=species:S:1:pos:R:3:nbo_charge:R:1 method="wB97M-V/def2-TZVPD" homo_energy_ev="-18.06 / -18.06" s2=0.766 multiplicity=2 charge=+2
O 4.36116 -2.59769 1.30124 -0.187
C 4.20923 -1.56722 0.62472 0.771
O 4.92824 -1.11066 -0.52444 -0.378
C 4.29071 0.13040 -0.86309 0.770
O 4.77638 0.77156 -1.81479 -0.479
C 3.04800 0.53869 0.03646 -0.061
C 2.08307 1.81674 -0.13036 0.651
F 1.57981 2.29724 1.08433 -0.272
F 2.88148 2.86870 -0.68729 -0.311
C 0.98142 1.41503 -1.22029 0.603
F 0.85814 -0.00282 -1.30667 -0.280
F 1.54429 1.80348 -2.49956 -0.379
C -0.42514 2.17027 -1.10084 0.601
F -0.29597 3.52729 -0.67410 -0.278
F -0.92935 2.26985 -2.43272 -0.274
C -1.45824 1.47741 -0.08548 0.598
F -2.13705 2.52915 0.59166 -0.264
F -0.78944 0.67334 0.90619 -0.340
C -2.54451 0.52148 -0.76878 0.595
F -3.46006 1.37764 -1.45799 -0.284
F -1.97909 -0.29713 -1.79861 -0.306
C -3.43407 -0.33958 0.25271 0.596
F -3.53827 0.23387 1.54573 -0.289
F -4.76318 -0.32042 -0.27021 -0.279
C -2.96870 -1.85937 0.45022 0.567
F -3.35655 -2.21919 1.78079 -0.292
F -1.56915 -2.05841 0.39805 -0.311
C -3.67859 -2.92435 -0.51206 0.930
F -2.84107 -4.07917 -0.56083 -0.310
F -4.91502 -3.39353 -0.00056 -0.283
F -3.83766 -2.50592 -1.83792 -0.296
C 3.01009 -0.53688 0.96872 -0.233
B 1.95591 -0.77348 2.18273 1.123
O 0.83803 -1.64037 2.16348 -0.802
O 2.16565 0.01029 3.39903 -0.676
H 0.34516 -1.51647 3.01771 0.537
H 1.63777 0.84669 3.29589 0.531
Cu 3.42656 2.46353 -3.45306 0.990


4.
31
Properties=species:S:1:pos:R:3:nbo_charge:R:1 method="wB97M-V/def2-TZVPD" homo_energy_ev=-5.21 multiplicity=1 charge=-1
Tl -0.03980 2.10771 -2.75532 0.840
F -6.31550 0.85441 0.43068 -0.309
C -4.99929 1.02051 0.19476 0.203
C -4.55642 1.91623 -0.75937 0.269
F -5.44803 2.63723 -1.45784 -0.307
C -3.20694 2.07376 -0.98894 0.209
F -2.82127 2.96668 -1.93546 -0.330
C -2.18997 1.35243 -0.31152 0.257
O -0.93693 1.49570 -0.52684 -0.817
C -2.70789 0.45936 0.66358 0.272
F -1.83856 -0.26843 1.38373 -0.317
C -4.05461 0.29304 0.90165 0.259
F -4.47078 -0.57945 1.83009 -0.305
O 3.59375 -3.07775 2.71878 -0.406
N 3.71207 -1.88870 2.45961 0.536
O 4.37008 -1.11060 3.13472 -0.407
C 3.03029 -1.37864 1.29871 -0.091
C 3.10665 -0.03697 0.98794 -0.086
C 2.48096 0.47180 -0.13208 -0.130
C 1.74787 -0.37490 -1.07425 0.544
O 1.18938 0.01905 -2.10274 -0.693
C 1.71257 -1.77698 -0.65528 -0.101
C 2.29685 -2.24273 0.48308 -0.098
N 1.00453 -2.76174 -1.46482 0.530
O 0.53636 -3.73118 -0.87943 -0.408
O 1.00607 -2.63866 -2.67275 -0.358
N 2.60859 1.88944 -0.32898 0.545
O 2.10398 2.42067 -1.31920 -0.450
O 3.22526 2.54633 0.49536 -0.393
H 3.65960 0.62702 1.63296 0.272
H 2.20114 -3.28464 0.74916 0.269


5.
56
Properties=species:S:1:pos:R:3:nbo_charge:R:1 method="wB97M-V/def2-TZVPD" homo_energy_ev="-9.94 / -9.83" s2=0.754 multiplicity=2 charge=+1 de_lowest_kcal_mol=63.30
Ag 15.24663 -10.50485 -13.38400 0.955
I 14.43076 -9.39093 -15.87555 -0.036
O 14.50382 -8.43963 -12.07893 -0.657
C 13.78521 -7.97463 -11.17620 0.683
N 12.61072 -7.40615 -11.31541 -0.794
C 14.34205 -8.03059 -9.75083 -0.721
H 12.17701 -6.94478 -10.52855 0.400
H 12.17378 -7.15829 -12.19162 0.406
H 15.15922 -7.35053 -9.51033 0.240
H 14.86821 -8.95790 -9.52419 0.249
H 13.59251 -7.81997 -8.98799 0.208
O 16.03364 -11.35564 -11.58263 -0.711
C 16.97885 -11.17581 -10.77548 0.681
N 17.40175 -9.91602 -10.77887 -0.808
C 17.59974 -12.34970 -10.02209 -0.718
H 18.20524 -9.63958 -10.23289 0.384
H 16.94822 -9.27685 -11.41594 0.454
H 18.47334 -12.23728 -9.38000 0.231
H 17.96481 -13.12244 -10.69862 0.242
H 16.73272 -12.71825 -9.47387 0.247
O 13.30383 -11.11363 -12.36397 -0.658
C 12.16141 -11.34496 -12.82030 0.694
N 11.62606 -12.53342 -12.58994 -0.810
C 11.20168 -10.28802 -13.44514 -0.713
H 12.19129 -13.18763 -12.06780 0.409
H 10.62000 -12.61746 -12.56015 0.397
H 11.60584 -9.28098 -13.34209 0.232
H 10.25371 -10.30069 -12.90728 0.226
H 10.99193 -10.51575 -14.49025 0.240
O 14.74678 -12.67784 -13.81861 -0.679
C 14.84432 -13.90213 -13.54710 0.683
N 14.02280 -14.78369 -14.06294 -0.802
C 15.87151 -14.47490 -12.55815 -0.711
H 13.30845 -14.35343 -14.63274 0.416
H 14.10706 -15.76435 -13.83645 0.409
H 15.78442 -14.12036 -11.53111 0.255
H 16.83793 -14.18990 -12.97398 0.238
H 15.79345 -15.55925 -12.47958 0.203
O 16.85727 -8.87623 -13.27799 -0.706
C 17.78673 -8.16363 -13.77569 0.702
N 17.62324 -7.47590 -14.87553 -0.793
C 19.21524 -7.99543 -13.07196 -0.696
H 18.35898 -6.92015 -15.28775 0.411
H 16.71163 -7.60736 -15.29001 0.423
H 19.76163 -7.33227 -13.74260 0.209
H 19.69022 -8.97350 -12.99535 0.233
H 19.05736 -7.53437 -12.09697 0.237
O 17.10663 -11.60006 -14.01695 -0.657
C 18.11360 -11.87026 -14.63836 0.659
N 18.12047 -12.79858 -15.55054 -0.801
C 19.39997 -11.38970 -14.16368 -0.732
H 17.22128 -13.20404 -15.76772 0.427
H 19.08021 -13.02760 -15.76629 0.408
H 19.29040 -10.99259 -13.15452 0.243
H 19.85580 -10.59072 -14.74844 0.237
H 20.19358 -12.12754 -14.04596 0.231


Number 1: energy -1267.3277 Eh. Number 2: energy -1384.9417 Eh. Number 3: energy -4196.8601 Eh. Number 4: energy -1896.3250 Eh. Number 5: energy -1699.7326 Eh.